DFT (ωB97M-V/def2-TZVPD) results for 7 unconnected molecules or ions with the total composition C46H54ClN7O5.

Computed properties:
**SMILES**: CCCNC1=C(CCCO)C(=O)C(Cl)=C(OCCOCC)C1=O.c1ccncc1.c1ccncc1.c1ccncc1.c1ccncc1.c1ccncc1.c1ccncc1
**LUMO energy**: -1.953 eV
**Charge**: 0
**E_tot**: -81754.3435 eV
**F_max**: 8.6 eV Å⁻¹

Each line ends with the Mulliken charge.
Element x y z (Å)
C1 2.45450 -4.35535 -0.49608  -0.714
C2 0.82638 -4.23028 -0.64812  -0.452
C3 0.35490 -3.08222 -1.76838  0.725
N1 -0.49908 -2.08814 -1.01284  -0.070
C4 -0.17490 -0.65057 -1.35430  -0.618
C5 -1.12341 0.27371 -2.07456  0.576
C6 -2.62021 -0.19336 -2.57168  -0.097
C7 -3.72822 0.47946 -1.52782  -0.534
C8 -3.16731 0.66701 0.00119  -0.327
O1 -2.73090 -0.61076 0.63808  -0.512
C9 -0.72850 1.86860 -2.38244  0.516
O2 -1.59751 2.63957 -3.07542  -0.615
C10 0.66906 2.52839 -1.82734  0.255
Cl1 1.11174 4.34888 -2.08034  -0.145
C11 1.63984 1.63380 -1.08648  -0.116
O3 2.86573 2.28891 -0.57988  -0.076
C12 3.95377 2.24500 -1.58691  -0.475
C13 4.77326 0.84395 -1.32906  -0.246
O4 6.24760 0.98278 -1.37566  -0.452
C14 6.75400 -0.41955 -1.20609  -0.138
C15 7.79893 -0.58632 0.04639  -0.891
C16 1.28393 0.02116 -0.88767  0.280
O5 2.18893 -0.84185 -0.34912  -0.557
H1 2.66907 -5.43278 -0.03921  0.275
H2 2.87079 -3.57433 0.30490  0.200
H3 3.04918 -4.31725 -1.51298  0.255
H4 0.40526 -3.92023 0.42491  0.212
H5 0.31395 -5.28160 -0.87949  0.210
H6 -0.28124 -3.66646 -2.58409  -0.537
H7 1.30491 -2.62477 -2.27619  0.351
H8 -1.50105 -2.33209 -1.17223  0.305
H9 -2.80661 0.36568 -3.60991  0.361
H10 -2.75281 -1.34778 -2.71336  -0.372
H11 -4.02240 1.55660 -1.93775  0.268
H12 -4.71734 -0.16372 -1.53232  0.297
H13 -4.08591 1.05036 0.66020  0.301
H14 -2.33994 1.50950 0.11786  0.185
H15 -1.98357 -0.37288 1.29272  0.310
H16 4.61972 3.21557 -1.41089  0.270
H17 3.52951 2.36062 -2.68871  0.278
H18 4.42123 0.07958 -2.14250  0.277
H19 4.52158 0.49334 -0.21697  0.290
H20 5.81392 -1.11084 -0.95807  0.172
H21 7.21333 -0.85036 -2.21471  0.282
H22 7.21557 -0.55062 1.08573  0.213
H23 8.27926 -1.66656 -0.05665  0.297
H24 8.64775 0.21768 0.09911  0.256
C17 3.92045 5.38386 2.17976  -0.167
C18 3.73662 6.35468 3.15865  -0.708
C19 2.50506 6.42434 3.78996  -0.138
N2 1.46847 5.60523 3.50730  -0.350
C20 1.67631 4.67395 2.55127  -0.728
C21 2.87224 4.52421 1.86773  -0.049
H25 4.87247 5.29792 1.66407  0.409
H26 4.53325 7.04038 3.42408  0.373
H27 2.31339 7.16277 4.56303  0.365
H28 0.82720 4.02962 2.34113  0.493
H29 2.98381 3.75679 1.11018  0.269
C22 -0.40275 4.00603 7.76485  -0.315
C23 -1.03649 4.98508 8.52270  -0.490
C24 -1.02888 6.28757 8.04982  -0.316
N3 -0.43739 6.66416 6.89497  -0.569
C25 0.17136 5.69196 6.18174  0.154
C26 0.21373 4.36249 6.56986  -0.616
H30 -0.38908 2.97386 8.10261  0.367
H31 -1.52506 4.73990 9.45888  0.368
H32 -1.51273 7.08688 8.60358  0.450
H33 0.64103 6.02073 5.25890  0.764
H34 0.71554 3.62303 5.95614  0.396
C27 2.79431 -10.59709 -0.00400  -0.099
C28 1.84839 -9.83365 -0.67994  -0.686
C29 1.99507 -8.45575 -0.67819  -0.033
N4 3.00319 -7.80828 -0.05382  -0.250
C30 3.90511 -8.57598 0.59552  -0.191
C31 3.84525 -9.95934 0.64708  -0.571
H35 2.71320 -11.68000 0.01558  0.361
H36 1.01710 -10.30024 -1.19618  0.349
H37 1.28458 -7.81661 -1.19429  0.333
H38 4.70415 -8.03160 1.09100  0.367
H39 4.59891 -10.52585 1.18217  0.348
C32 -1.76869 -6.53436 -6.17254  -0.234
C33 -0.39379 -6.44319 -5.98324  -0.583
C34 0.08725 -5.46100 -5.13233  -0.310
N5 -0.70228 -4.58204 -4.47702  -0.305
C35 -2.03265 -4.69399 -4.68205  -0.059
C36 -2.60792 -5.64451 -5.50998  -0.552
H40 -2.18289 -7.29230 -6.83103  0.368
H41 0.28698 -7.12089 -6.48577  0.371
H42 1.15224 -5.35148 -4.94939  0.415
H43 -2.64523 -3.97463 -4.14579  0.215
H44 -3.68373 -5.68976 -5.63592  0.321
C37 -2.53693 7.95505 4.99452  0.396
C38 -3.50529 8.37084 5.90221  -0.432
C39 -4.51744 9.20062 5.44706  -0.272
N6 -4.61724 9.63375 4.17122  -0.577
C40 -3.66160 9.21492 3.31343  -0.275
C41 -2.61369 8.38278 3.67305  -0.434
H45 -1.72898 7.30335 5.31413  0.243
H46 -3.47306 8.05604 6.93909  0.294
H47 -5.29846 9.54964 6.11628  0.338
H48 -3.76306 9.57868 2.29476  0.345
H49 -1.87498 8.07607 2.94126  0.393
C42 -7.65839 -2.77770 -4.64946  -0.311
C43 -7.77220 -1.39217 -4.69232  -0.459
C44 -6.62016 -0.63497 -4.55230  -0.280
N7 -5.39029 -1.16448 -4.37236  -0.254
C45 -5.31153 -2.51234 -4.33321  0.569
C46 -6.40493 -3.35282 -4.46728  -0.445
H50 -8.53906 -3.40423 -4.75687  0.367
H51 -8.73471 -0.91326 -4.83187  0.367
H52 -6.65657 0.45014 -4.58203  0.375
H53 -4.31256 -2.91298 -4.18539  -0.116
H54 -6.28270 -4.42936 -4.42992  0.359

Atomic forces in eV per Å
C -0.01 -1.14 0.95
C 0.12 0.23 0.39
C 0.41 -2.31 0.60
N 1.20 2.82 -1.87
C -2.25 2.71 -1.71
C 2.13 -1.51 1.26
C 0.33 2.00 -0.16
C 0.15 0.00 0.08
C -1.28 0.80 0.85
O 1.32 2.12 0.20
C -3.65 2.64 -2.34
O 5.44 -4.74 4.27
C 2.07 -3.07 1.89
Cl -1.02 -3.37 0.36
C -2.16 2.95 -1.90
O -2.33 -2.21 -2.32
C 1.32 0.37 -0.50
C -0.43 0.52 0.49
O -1.22 -2.30 0.00
C -0.12 -0.94 0.48
C -0.36 -0.37 0.23
C 3.35 -4.60 2.16
O -5.41 5.86 -3.28
H -0.31 2.32 -1.01
H -0.93 -1.49 -2.12
H -1.31 0.18 1.99
H 0.84 -0.52 -2.47
H 1.29 2.19 0.25
H 1.46 1.67 1.61
H -1.96 -0.64 1.11
H 1.13 1.02 0.25
H 0.47 -1.54 2.24
H 0.52 2.31 0.46
H 0.76 -2.30 0.97
H 2.10 1.21 0.11
H 1.84 -0.65 -1.51
H -1.55 -1.88 -0.61
H -1.84 -0.60 -1.68
H -1.36 -2.25 -0.08
H 0.74 -0.47 2.38
H 0.60 1.21 1.67
H 0.12 0.63 -2.62
H 2.14 1.36 -0.51
H -0.83 1.26 2.05
H 1.20 -0.04 -2.35
H -0.94 2.31 0.26
H -1.68 -1.53 -0.39
C -0.06 0.02 0.04
C -0.01 -0.16 -0.17
C -0.65 -0.51 -0.23
N 1.20 -0.12 -0.95
C -0.22 0.59 0.61
C 0.23 0.13 0.03
H -0.11 0.00 0.06
H -0.10 -0.05 0.00
H 0.07 0.00 -0.01
H 0.08 0.02 -0.03
H -0.07 0.09 0.10
C 0.03 -0.03 -0.06
C 0.10 -0.12 -0.14
C 0.34 0.32 -0.71
N 0.07 -1.08 0.75
C -0.19 0.92 0.40
C -0.18 -0.06 0.33
H -0.01 0.11 -0.03
H 0.04 0.04 -0.08
H 0.02 -0.07 0.02
H -0.36 -0.28 0.34
H -0.02 0.11 0.01
C 0.01 0.00 0.01
C 0.21 -0.12 0.13
C 0.66 0.55 0.40
N -0.08 -1.18 0.03
C -0.55 0.62 -0.40
C -0.23 -0.11 -0.14
H 0.01 0.12 0.00
H 0.07 0.06 0.04
H 0.02 -0.05 0.03
H -0.05 -0.07 -0.03
H -0.06 0.07 -0.04
C 0.00 0.00 0.00
C -0.29 0.01 -0.01
C -0.41 0.65 0.50
N -0.54 -0.90 -0.86
C 0.93 0.09 0.16
C 0.17 -0.12 -0.09
H 0.05 0.09 0.08
H -0.05 0.08 0.06
H -0.06 -0.03 -0.03
H 0.09 -0.11 -0.04
H 0.09 0.03 0.01
C 0.07 -0.14 -0.16
C 0.14 -0.02 -0.27
C -0.12 0.33 -0.84
N 0.71 -0.59 0.29
C -0.67 0.35 0.50
C -0.13 0.00 0.28
H -0.25 0.27 -0.07
H 0.00 0.02 -0.08
H 0.06 -0.03 -0.02
H 0.02 -0.04 0.06
H -0.06 0.02 0.06
C -0.01 0.01 0.00
C 0.05 -0.30 0.01
C 0.90 -0.24 0.13
N -0.82 -0.62 -0.08
C -0.03 0.97 -0.01
C -0.20 0.14 -0.04
H 0.11 0.07 0.01
H 0.11 -0.03 0.01
H -0.03 -0.08 0.00
H -0.16 0.04 -0.03
H 0.00 0.09 0.01

---

DFT (ωB97M-V/def2-TZVPD) results for 6 unconnected molecules or ions with the total composition C46H54ClNO5P2S.

Computed properties:
**SMILES**: CC(=O)OCCCCCCCCC1=C(P(O)Cl)C(=O)C(S)=C([PH2]=N)C1=O.c1ccccc1.c1ccccc1.c1ccccc1.c1ccccc1.c1ccccc1
**LUMO energy**: -1.994 eV
**Charge**: 0
**E_tot**: -102239.6280 eV
**F_max**: 0.3 eV Å⁻¹

Each line ends with the Mulliken charge.
Element x y z (Å)
C1 10.35254 -3.27374 -2.13421  -0.962
C2 10.28861 -1.82245 -2.54706  0.674
O1 11.18334 -1.24181 -3.09065  -0.522
O2 9.11074 -1.18960 -2.22163  -0.336
C3 8.19359 -1.07795 -3.32409  -0.528
C4 6.92021 -0.40213 -2.81560  -0.560
C5 6.54297 0.83953 -3.61673  -0.907
C6 6.32377 0.56914 -5.12166  -0.497
C7 5.04390 1.17754 -5.71799  -1.304
C8 3.85027 0.22227 -5.72129  -0.632
C9 3.34040 -0.15053 -4.31844  -0.549
C10 1.81074 -0.17500 -4.13156  -0.970
C11 1.16398 -1.52869 -4.07949  1.599
C12 0.15354 -1.88466 -3.27080  -0.362
P1 -0.69862 -0.88440 -1.95003  0.683
O3 -0.94674 0.51562 -2.76179  -0.534
Cl1 0.95469 -0.40034 -0.77505  -0.321
C13 -0.44380 -3.24284 -3.39754  0.108
O4 -1.56182 -3.47607 -3.00365  -0.637
C14 0.38491 -4.32777 -4.04549  0.270
S1 -0.10282 -5.96261 -3.77259  -0.232
C15 1.39215 -3.97053 -4.86143  -0.368
P2 2.36263 -5.17192 -5.80848  0.223
N1 1.57227 -6.01824 -6.84687  -0.635
C16 1.63812 -2.53347 -5.10450  0.234
O5 2.20941 -2.14025 -6.09989  -0.580
H1 10.53279 -3.88002 -3.02217  0.289
H2 9.43309 -3.59568 -1.65240  0.309
H3 11.19478 -3.41452 -1.45813  0.326
H4 8.67109 -0.48921 -4.11244  0.373
H5 7.99341 -2.07936 -3.72037  0.377
H6 7.10117 -0.12792 -1.77576  0.372
H7 6.08761 -1.11086 -2.81753  0.170
H8 5.64550 1.28543 -3.18440  0.449
H9 7.33894 1.57899 -3.49293  0.429
H10 6.29777 -0.51306 -5.29671  0.311
H11 7.18292 0.94909 -5.67620  0.534
H12 5.23713 1.45398 -6.75727  0.395
H13 4.79200 2.10421 -5.19091  0.396
H14 3.03478 0.65244 -6.30678  0.512
H15 4.15571 -0.68256 -6.24963  0.269
H16 3.72473 0.57729 -3.60249  0.229
H17 3.76035 -1.11286 -4.01069  0.236
H18 1.55847 0.34848 -3.21603  0.421
H19 1.34746 0.38364 -4.95543  0.339
H20 -0.71232 0.48519 -3.69361  0.376
H21 -1.10578 -5.60847 -2.95487  0.189
H22 2.91073 -5.89196 -4.72691  0.110
H23 3.43827 -4.37859 -6.23303  0.060
H24 1.89651 -5.92286 -7.80007  0.230
C17 -3.57615 -2.63762 -5.55151  -0.542
C18 -2.75471 -1.51938 -5.48653  0.290
C19 -2.71784 -0.61187 -6.53431  -0.390
C20 -3.51330 -0.82529 -7.65189  -0.476
C21 -4.33958 -1.93890 -7.71687  -0.410
C22 -4.37423 -2.84714 -6.66718  -0.473
H25 -3.59306 -3.33237 -4.72185  0.410
H26 -2.15892 -1.39291 -4.59113  0.176
H27 -2.07852 0.26143 -6.48608  0.331
H28 -3.49144 -0.12102 -8.47351  0.373
H29 -4.95689 -2.09922 -8.59154  0.362
H30 -5.01536 -3.71721 -6.72205  0.365
C23 -4.71782 -0.08665 2.64288  -0.366
C24 -5.83130 -0.45244 1.89875  -0.470
C25 -5.69399 -0.76535 0.55305  -0.386
C26 -4.44369 -0.70931 -0.04735  -0.330
C27 -3.33220 -0.33927 0.69713  -0.099
C28 -3.46725 -0.02779 2.04246  -0.530
H31 -4.82577 0.15335 3.69369  0.440
H32 -6.80625 -0.49254 2.36753  0.371
H33 -6.56165 -1.05191 -0.02741  0.373
H34 -4.33144 -0.95641 -1.09598  0.450
H35 -2.36408 -0.30047 0.21478  0.066
H36 -2.59966 0.26333 2.62160  0.427
C29 -2.05763 5.58681 4.28854  -0.430
C30 -2.16215 5.19607 2.95980  -0.387
C31 -2.95183 4.10770 2.61557  -0.493
C32 -3.63939 3.41007 3.59977  -0.519
C33 -3.53173 3.79748 4.92799  -0.292
C34 -2.73954 4.88470 5.27261  -0.522
H37 -1.44248 6.43641 4.55682  0.379
H38 -1.62672 5.74039 2.19231  0.375
H39 -3.03364 3.80030 1.58061  0.427
H40 -4.25644 2.56369 3.32874  0.513
H41 -4.06365 3.25083 5.69761  0.470
H42 -2.65533 5.18195 6.31053  0.450
C35 -0.81900 1.06018 9.41255  -0.331
C36 0.03491 2.15277 9.48479  -0.411
C37 0.12953 3.03222 8.41458  -0.497
C38 -0.62940 2.81836 7.27160  -0.413
C39 -1.47144 1.71854 7.19348  -0.402
C40 -1.56895 0.84199 8.26507  -0.506
H43 -0.90162 0.38135 10.25191  0.386
H44 0.62216 2.32187 10.37833  0.377
H45 0.78855 3.88901 8.47452  0.373
H46 -0.56429 3.50483 6.43749  0.479
H47 -2.05921 1.55323 6.29906  0.512
H48 -2.23759 -0.00838 8.20768  0.446
C41 -5.05083 1.10584 10.13875  -0.351
C42 -6.27474 1.05049 10.79144  -0.404
C43 -7.23945 2.01628 10.53910  -0.435
C44 -6.97974 3.03757 9.63531  -0.387
C45 -5.75470 3.09289 8.98487  -0.559
C46 -4.78953 2.12638 9.23544  0.085
H49 -4.29702 0.35316 10.33499  0.336
H50 -6.47691 0.25542 11.49786  0.354
H51 -8.19416 1.97338 11.04765  0.355
H52 -7.73237 3.79044 9.43855  0.362
H53 -5.55105 3.89136 8.28193  0.382
H54 -3.83363 2.17141 8.73083  0.256

Atomic forces in eV per Å
C -0.09 0.09 0.01
C 0.11 0.13 -0.02
O -0.18 -0.11 0.02
O 0.03 -0.28 0.01
C 0.05 0.13 0.00
C 0.02 0.02 -0.01
C 0.04 -0.01 -0.08
C -0.08 0.05 0.10
C 0.03 -0.05 -0.09
C 0.13 -0.05 0.10
C 0.08 -0.01 0.08
C -0.06 0.01 -0.10
C -0.04 -0.08 -0.14
C 0.07 -0.15 0.23
P -0.12 0.14 -0.21
O -0.19 -0.17 0.12
Cl 0.14 -0.03 -0.05
C 0.20 0.02 -0.14
O -0.08 -0.02 0.19
C -0.02 0.05 -0.03
S -0.07 -0.06 -0.02
C 0.06 0.25 -0.01
P -0.11 -0.04 -0.21
N 0.22 0.04 0.10
C -0.04 0.05 -0.03
O -0.07 -0.12 0.07
H 0.05 0.02 0.02
H 0.03 0.02 0.02
H 0.01 -0.01 -0.02
H -0.01 0.00 0.01
H 0.00 0.01 -0.01
H -0.03 -0.01 0.02
H 0.02 -0.01 -0.01
H 0.04 -0.01 0.04
H -0.04 0.04 0.00
H 0.04 0.02 -0.04
H 0.02 -0.07 -0.01
H 0.00 0.04 0.01
H 0.01 0.00 -0.01
H 0.00 0.04 0.02
H -0.12 0.03 -0.06
H -0.04 0.00 0.00
H 0.02 0.04 0.04
H -0.06 0.08 0.04
H 0.02 -0.04 -0.02
H 0.16 0.11 -0.08
H -0.03 -0.04 0.05
H 0.00 -0.05 -0.01
H 0.10 0.00 0.09
H -0.15 -0.04 -0.02
C -0.05 0.03 -0.02
C -0.06 -0.22 0.12
C 0.01 -0.01 0.03
C 0.00 0.01 -0.02
C -0.01 0.00 -0.02
C 0.07 0.04 -0.01
H 0.00 -0.02 -0.02
H 0.02 0.19 -0.09
H 0.00 0.00 0.00
H 0.00 0.00 0.00
H 0.00 0.00 0.01
H -0.01 0.00 0.00
C -0.01 -0.01 0.01
C 0.01 0.00 0.00
C 0.00 0.01 -0.01
C -0.01 -0.01 0.01
C -0.02 0.01 -0.05
C 0.01 0.01 0.00
H 0.00 -0.01 0.00
H 0.00 -0.01 0.00
H 0.00 0.00 0.00
H 0.00 0.00 0.00
H 0.00 0.01 0.11
H 0.00 0.00 0.00
C 0.01 -0.02 -0.01
C 0.01 -0.01 0.00
C 0.01 0.00 0.00
C 0.00 -0.01 0.01
C 0.00 0.00 0.01
C -0.04 0.02 0.03
H 0.00 0.00 0.00
H 0.00 0.00 0.00
H 0.00 0.00 0.00
H 0.00 0.01 -0.02
H -0.01 0.01 0.00
H 0.00 0.01 0.00
C 0.01 0.01 0.00
C -0.02 0.01 0.01
C -0.05 0.00 0.02
C 0.07 0.01 -0.03
C -0.04 0.01 -0.01
C 0.01 -0.06 0.01
H 0.01 -0.01 -0.01
H 0.00 0.00 0.00
H 0.01 -0.01 0.00
H 0.01 -0.01 -0.01
H 0.01 0.00 -0.01
H 0.02 -0.01 0.00
C 0.01 -0.02 0.00
C 0.00 0.00 0.00
C 0.00 0.00 0.00
C 0.00 -0.01 0.00
C -0.01 -0.01 -0.01
C -0.03 0.06 -0.02
H 0.00 0.01 0.00
H 0.00 0.00 0.00
H 0.00 0.00 0.00
H 0.00 0.00 0.00
H 0.00 0.00 0.00
H 0.01 0.01 0.01